Entry from OMol25: an isolated molecule of C4H4N4 (wB97M-V/def2-TZVPD).

Calculated values
**Relative energy (zero: lowest compared OMol25 entry of this formula, charge and spin)**: 2.341 eV
**SMILES**: N#C/C=C1\N=CNN1
**Molar mass**: 108.104 g/mol
**2S+1**: 1
**Highest occupied orbital energy**: -8.3 eV
**Charge**: 0
**Largest force on an atom**: 5.93 eV Å⁻¹
**Frontier orbital gap**: 8.40 eV

Bonds (Å) are listed after each position.
Cartesian coordinates (Å):
1 C -2.49700 -0.10214 -0.08467  C2 1.467, N9 1.210
2 C -1.46179 0.93509 -0.02022  C1 1.467, C3 1.333, H5 1.138
3 C -0.29002 0.31266 0.11162  C2 1.333, N10 1.428, N12 1.315
4 C 1.15841 -1.31271 -0.01345  H8 1.063, N11 1.379, N12 1.339
5 H -1.71593 2.02953 -0.20052  C2 1.138
6 H 1.20510 1.66972 -0.38901  N10 0.986
7 H 2.72358 -0.11453 0.52911  N11 1.038
8 H 1.51781 -2.31186 -0.07061  C4 1.063
9 N -3.46804 -0.80679 0.06849  C1 1.210
10 N 1.01532 0.88740 0.17957  C3 1.428, H6 0.986, N11 1.471
11 N 1.95219 -0.19453 -0.16130  C4 1.379, H7 1.038, N10 1.471
12 N -0.13962 -0.99183 0.05097  C3 1.315, C4 1.339

These are the Löwdin partial charges, in e, on atoms 1 to 6: number 1, C, carries -0.255; number 2, C, carries -0.055; number 3, C, carries -0.431; number 4, C, carries -0.087; number 5, H, carries 0.127; number 6, H, carries 0.113